# 1
45
Properties=species:S:1:pos:R:3:forces:R:3:lowdin_charge:R:1 method="wB97M-V/def2-TZVPD" fmax_ev_per_a=2.2 energy_ev=-43761.3925 total_charge=+1
Si -1.197831 1.086036 0.297505 1.8289 1.1253 -0.1873 0.583
F -5.709720 -4.124014 2.388988 0.0751 -0.1303 0.4370 0.207
F -4.909766 -1.795949 4.560428 -0.2920 0.0265 0.0106 0.199
O -3.403239 -3.095341 3.634422 0.4354 -0.0804 -0.0352 0.260
O 5.741413 -1.214837 -3.115240 0.0457 -0.0578 -0.0336 0.135
O 4.910888 0.315695 -1.671692 -0.0647 -0.0041 0.0637 0.027
O 3.534115 -0.786079 -2.916369 -0.0956 -0.0182 -0.0074 -0.011
O -6.442137 -2.845384 0.763495 -0.2842 0.1389 -0.7247 0.254
N -3.646821 -2.008760 0.232591 -0.1171 -0.1714 0.2001 0.182
N -4.960221 -1.973105 2.292109 0.7526 -0.7900 0.0337 0.179
N -2.477562 -0.247600 0.562868 -0.6312 -0.2604 0.3611 -0.042
N -2.713805 -1.234761 -0.248377 0.2922 0.3656 -0.1577 0.112
N -3.307692 -0.370467 1.623864 -0.8683 -0.6943 0.1829 0.041
C -5.775729 -3.008991 1.702221 -0.3830 0.3484 0.0846 -0.487
C 3.297503 -1.713484 -3.981724 -0.1284 -0.0912 -0.0741 -0.037
C -0.337142 1.409322 1.923388 -0.7019 -0.7274 -0.0055 -0.159
C 0.039794 0.308234 -0.851970 -1.1888 -0.3301 0.2714 -0.154
C -3.909062 1.749084 2.560606 0.1290 -0.7647 -0.0858 0.120
C -4.008916 -1.489430 1.400307 0.0552 0.4741 -0.2203 -0.249
C -3.392197 0.537436 2.728569 -0.0509 0.7296 0.0763 -0.108
C -1.938479 2.656884 -0.374408 -0.1220 -0.4336 0.3201 -0.151
C 6.249062 0.642249 -1.252522 0.3578 0.1454 0.1404 -0.209
C 6.957047 1.525675 -2.256039 -0.1486 -0.0264 -0.2109 -0.063
C -4.325416 -2.382991 3.543853 -0.0980 0.2039 0.1907 -0.485
C 4.826177 -0.619951 -2.616774 -0.0251 0.0947 0.0481 -0.617
H 3.654385 -1.303306 -4.924411 0.0868 -0.0420 0.0081 0.101
H -0.187513 0.478207 2.469942 0.1024 -0.0905 0.1125 0.044
H -2.936684 2.544595 -0.784018 -0.1020 0.1020 -0.2151 0.037
H -4.554853 1.940837 1.716132 0.4600 0.5006 -0.3812 0.098
H -1.948009 3.424622 0.393771 -0.1539 0.0596 0.1693 0.038
H -1.256349 3.007091 -1.144436 -0.0311 -0.0095 -0.2739 0.046
H 7.107043 1.004402 -3.199835 0.0500 -0.0593 0.0336 0.077
H 3.779171 -2.667318 -3.782060 0.0851 0.0277 -0.0152 0.097
H 2.221553 -1.853434 -4.032758 -0.0172 0.0794 0.0662 0.089
H 6.807287 -0.272429 -1.057455 -0.0569 -0.0691 -0.1193 0.125
H 6.130506 1.167002 -0.306631 -0.1677 -0.0177 -0.0010 0.120
H 6.366626 2.419911 -2.459644 0.0370 0.0453 0.0874 0.082
H -0.888432 2.083404 2.567510 0.1066 0.2423 0.0998 0.025
H -0.340416 0.362910 -1.867235 0.2210 -0.0490 -0.2598 0.044
H 0.126667 -0.740187 -0.577098 0.2975 -0.1722 -0.1170 0.039
H 7.930915 1.826468 -1.871561 -0.0059 0.0059 0.0386 0.083
H -3.073746 0.169107 3.691295 0.7328 -0.0670 -0.1139 0.133
H -3.694087 2.500507 3.301767 -0.6380 0.0798 0.3049 0.095
H 0.652192 1.794149 1.696742 0.0816 0.2318 -0.0515 0.050
H 1.003481 0.793992 -0.760120 0.1396 0.1298 -0.0509 0.050



# 2
49
Properties=species:S:1:pos:R:3:forces:R:3:lowdin_charge:R:1 method="wB97M-V/def2-TZVPD" fmax_ev_per_a=2.7 energy_ev=-65992.2156
I -1.334489 -1.298284 -3.109947 0.2892 -0.2707 0.2442 0.808
S 0.729370 -3.801523 2.658334 -0.1763 0.2122 -0.2224 1.044
F 2.112168 2.437846 -2.593947 -0.2065 -0.1563 0.5316 0.125
F 1.528543 2.937029 1.955283 -0.0478 0.1250 -0.0700 0.115
F 3.100475 2.020311 -0.119604 0.0325 -0.4873 -0.1235 0.183
F 1.275998 0.660979 -1.717573 -0.3420 -0.0567 0.2269 0.173
F -0.272664 2.512743 0.844766 -0.0735 0.0027 -0.3733 0.156
F 1.925450 3.810452 -0.356098 -0.2194 -0.0098 -0.1893 0.150
F 0.082549 2.495482 -1.878468 -0.1926 -0.2636 0.2718 0.200
O 2.144633 2.887531 -5.387829 -0.0227 0.0388 0.1004 -0.046
O 3.185722 5.179704 -3.094465 -0.0478 -0.0200 -0.0195 -0.047
O -2.775135 2.094187 -3.051851 -0.0454 0.0886 -0.0339 -0.090
O -4.804001 -4.077103 -0.579665 0.0559 -0.0650 0.0570 -0.065
O -2.956746 -4.267833 2.061180 0.0608 -0.0930 0.0003 -0.052
O -1.597899 -0.984921 4.148324 0.0449 0.1093 0.0315 -0.042
N -0.074261 -2.664870 1.847317 -0.5912 -0.5630 -0.0623 -0.247
N 2.022074 -2.962257 3.113278 -0.4280 -0.7901 0.0184 -0.197
C 0.619518 -1.518043 1.864866 0.4713 -2.5287 0.9275 -0.265
C -1.017215 -0.082664 0.473330 0.3611 -0.2829 -0.4411 -0.115
C 0.998858 2.119304 0.995127 0.8002 -0.1120 0.7476 -0.379
C 2.701536 -0.672229 2.780883 0.9536 -1.5880 0.9949 -0.005
C 1.163767 0.694544 1.492020 0.4013 0.6538 -0.1688 -0.050
C 1.829595 -1.765190 2.619210 0.1848 1.9868 -0.4894 -0.367
C -1.677101 -1.335249 -0.101237 -0.5255 0.0009 -0.1174 -0.317
C 1.850124 2.459008 -0.274336 -0.7736 0.8607 0.4026 -0.344
C 0.268860 -0.289086 1.268190 -1.1040 0.2887 -0.4318 -0.078
C 1.269461 1.979744 -1.618078 1.2621 0.2365 -0.9746 -0.521
C -0.824176 -2.070369 -1.146432 -0.2402 0.8450 0.2170 -0.595
C 2.364643 0.474282 2.235614 0.1011 2.0559 -0.4690 -0.013
H -0.761016 0.546820 -0.379934 -0.1187 0.0232 -0.0166 0.087
H -1.939794 2.569002 -3.029185 0.0519 -0.0214 -0.0046 0.006
H 3.609339 -0.791612 3.353913 0.0620 0.0184 -0.0121 0.128
H 2.752867 4.671153 -3.789725 0.0933 0.0802 -0.1189 0.007
H -1.252494 -1.722556 3.637465 -0.0882 -0.1008 -0.0439 -0.012
H 3.035631 1.306546 2.386420 -0.0729 0.1152 -0.1019 0.128
H -2.595509 -1.010484 -0.590286 -0.0505 0.0364 0.1076 0.081
H 2.877114 4.782599 -2.275496 0.0154 0.0506 0.0355 0.000
H -3.318411 2.602932 -3.661992 -0.0509 -0.0330 0.0156 0.038
H -5.560442 -3.687913 -0.131716 -0.0039 0.0327 -0.0245 0.032
H -1.591131 -1.280919 5.063344 -0.0155 0.0055 0.0021 0.041
H 0.223531 -1.818516 -0.991568 0.0836 -0.3376 -0.2149 0.030
H 2.134274 2.565749 -4.480529 -0.0326 -0.0925 -0.2008 -0.005
H -2.043041 -4.003704 1.902924 -0.0126 0.1881 -0.1170 -0.020
H -1.741021 0.503511 1.037887 0.0454 -0.1666 0.2541 0.135
H -2.003645 -2.003724 0.690729 0.1162 -0.0598 -0.0435 0.076
H -4.247730 -4.401899 0.139246 0.0390 0.0663 0.0697 -0.003
H 2.490023 2.152000 -5.902171 0.0245 0.0535 -0.0560 0.045
H -2.917938 -4.813079 2.853241 -0.1036 -0.0300 -0.0185 0.046
H -0.990266 -3.139432 -1.160758 0.0356 -0.0461 -0.0968 0.039



# 3
39
Properties=species:S:1:pos:R:3:forces:R:3:lowdin_charge:R:1 method="wB97M-V/def2-TZVPD" fmax_ev_per_a=5.6 energy_ev=-52536.1152 total_charge=+2 spin_multiplicity=2
Sc -0.032934 0.374245 0.223645 0.0266 1.0298 -0.6746 0.975
P 0.324809 -2.270991 -0.072878 0.6058 -4.5395 -0.5974 0.998
F 1.833143 0.272762 0.756863 -1.6302 -0.3129 -0.3560 -0.404
O -1.827595 -0.554994 -0.365360 1.4769 1.0497 1.7153 -0.360
O -0.199893 -1.319880 3.499272 -0.3660 1.6504 -5.1770 0.176
N -0.062913 2.527041 -0.465742 -0.2393 -0.8839 -0.0882 -0.375
N 0.344595 0.292506 -2.027853 -1.7640 1.4661 2.0961 0.051
C 0.392488 0.289832 -4.743846 -0.2450 -0.0777 -0.3817 0.017
C 0.329168 -0.852335 -2.654861 0.6413 -1.7070 -0.5324 -0.294
C -0.011901 1.408608 -2.668297 0.0265 0.7083 -1.4608 -0.218
C 1.334414 3.026344 -0.492013 0.1120 0.3286 0.0505 -0.045
C -0.139692 -2.009874 -1.803669 -0.3925 1.6422 -1.0242 -0.239
C -0.912650 -3.639356 0.257199 -0.3364 0.7604 0.5043 -0.165
C -0.605412 2.548332 -1.855635 0.5799 0.3732 0.1218 -0.097
C 0.478528 -0.901612 -4.039300 0.4787 -0.3686 0.7918 0.033
C 0.026635 1.462246 -4.072423 -0.0102 -0.4326 0.5010 0.046
C -0.270678 -0.928174 2.407256 0.2892 -1.3939 5.4434 0.046
C -0.901453 3.324185 0.447745 -0.2489 0.2939 0.0465 -0.046
C 1.922987 -3.214791 0.158136 -0.2238 1.4162 0.2690 -0.169
H -1.723436 2.504026 -1.837577 0.8904 -0.1652 -0.0396 0.159
H -0.434709 -4.612425 0.003384 -0.1592 0.7565 0.2458 0.083
H 0.496602 0.241845 -5.829477 0.0437 0.3019 0.3187 0.140
H 0.771392 -1.863709 -4.442667 -0.4609 0.1520 -0.5291 0.137
H -0.301354 3.504339 -2.313398 -0.3729 -0.1770 0.0280 0.147
H -0.243203 2.367313 -4.613727 0.1277 -0.1971 0.1668 0.139
H -0.541991 3.229072 1.482585 0.0084 0.0926 -0.2746 0.109
H 1.822469 -4.243078 -0.259778 -0.0187 0.8188 0.2264 0.083
H 2.722927 -2.609757 -0.320359 -0.3021 -0.6207 0.4137 0.071
H -1.944128 2.974685 0.398140 0.3004 0.1513 0.0055 0.106
H 1.949736 2.408010 -1.154231 -0.1430 0.1227 0.1775 0.104
H -1.176012 -1.608879 -1.498482 0.8280 -0.9377 -0.5815 0.072
H -1.800969 -3.474848 -0.387366 0.4974 -0.0409 0.5882 0.075
H -0.861590 4.385535 0.154429 -0.1065 -0.2415 0.2224 0.122
H -2.537527 -0.213672 -0.900246 -0.5799 0.0943 -0.2733 0.030
H 2.076372 -3.244899 1.262062 0.1667 -0.1763 -0.7544 0.077
H 1.312605 4.058866 -0.867424 0.1715 -0.1560 0.1016 0.117
H -0.156391 -2.979309 -2.269258 0.3348 -0.5018 -0.3919 0.120
H 1.765176 3.011505 0.514370 -0.1051 -0.0270 -0.2298 0.107
H -1.214916 -3.622716 1.325582 0.0992 -0.2515 -0.6675 0.070